Entry 1:
84
Properties=species:S:1:pos:R:3:forces:R:3:lowdin_charge:R:1 method="wB97M-V/def2-TZVPD" homo_energy_ha=-0.37734 e_above_lowest_kj_mol=305.0 total_charge=0
H 1.3124 -3.7039 -0.7228 0.3 -0.7 0.1 0.14
C 3.1905 3.7353 3.9871 2.3 -1.1 -2.9 0.00
O -1.9941 3.3952 0.2791 0.9 2.3 1.2 0.09
O -4.5299 -3.0106 -0.9721 -1.9 0.4 -1.7 0.08
C -6.7886 -2.0139 -4.4031 2.0 2.1 -2.5 -0.42
H 0.5358 4.6379 -2.6725 0.1 0.3 0.0 0.10
C 2.0154 1.2133 3.6942 -0.9 0.0 2.2 -0.02
C 0.1480 -2.4805 -3.6670 -1.4 -1.1 -0.2 -0.40
O -0.8768 -2.3348 -4.3057 -0.1 0.2 0.4 0.13
C -5.4849 -1.3818 -4.0847 2.1 -0.9 3.7 0.09
H -0.6475 -3.5907 -1.9193 -0.4 0.5 0.0 0.13
C -6.5074 -3.3590 -2.3452 -0.6 0.6 -0.6 0.05
C -0.7673 5.3243 -0.2663 1.1 2.2 -2.4 -0.02
H -5.0184 -0.6200 -4.6917 -0.3 0.0 -0.3 0.12
C -0.2853 1.0422 -0.3714 -0.7 -1.4 2.9 0.01
H 0.1864 1.9892 -0.5884 0.0 -0.1 -0.1 0.10
H 3.4631 -2.0982 -4.0342 0.4 -0.2 0.3 0.13
C -4.7900 -1.7519 -2.9032 -0.8 3.1 -4.5 0.03
C 2.2647 1.3319 -3.2185 1.0 -0.7 1.5 0.02
H -1.9078 -2.3878 0.5915 -0.4 -0.4 -0.5 0.12
H -0.0485 -6.0537 2.6644 -0.3 0.0 0.1 0.12
O 1.0962 1.0715 -5.2434 0.3 1.6 2.3 0.10
C 3.4992 2.9626 2.8537 -0.7 1.6 2.3 0.08
H -2.1370 -1.6332 -1.7456 -0.1 0.4 -0.2 0.08
C -5.2376 -2.7061 -1.9604 1.1 -1.6 1.7 -0.39
H 3.3341 1.6037 -1.4763 0.0 0.2 0.4 0.12
H 3.6899 4.6648 4.2176 0.2 0.3 -0.6 0.12
C 2.8552 1.6146 2.6133 0.9 1.2 -0.7 -0.41
C 0.2910 6.1670 -0.1347 -0.9 -0.3 0.4 0.03
C 1.3113 1.7381 -4.2055 -0.6 -1.1 -2.5 -0.37
C 0.7061 3.0102 -3.8602 -0.8 0.5 -1.0 0.02
H 1.1660 5.3389 3.0467 -0.2 -0.4 0.3 0.10
C 2.0718 3.3960 -1.8156 0.8 -2.7 -0.7 -0.41
C 2.5566 -2.3948 -3.5275 0.9 0.0 -0.8 0.02
O 2.0764 6.9318 1.3310 -1.3 -0.4 -0.5 0.11
H 0.8147 -7.3751 4.3748 0.4 -0.3 0.4 0.11
H -3.8689 -1.2186 -2.7198 0.1 -0.1 0.1 0.09
C -7.1282 -3.0548 -3.5204 -1.6 -2.2 3.1 0.01
C 0.2251 -3.1424 -2.3710 0.0 -1.2 1.1 0.05
C 2.4197 3.2815 5.1148 -0.8 -0.7 -0.2 -0.41
H -8.0975 -3.4896 -3.7151 -0.1 -0.3 -0.1 0.12
H 0.2988 1.1320 1.5961 -0.1 -0.2 0.5 0.08
C 1.3922 -3.3914 -1.7536 -5.8 -1.2 2.8 0.00
C 0.6045 5.2605 2.1275 -1.6 -1.1 -0.7 0.03
H -0.7746 3.8397 2.7828 0.0 -0.6 -0.1 0.11
C 1.0842 6.2476 1.1219 0.4 -0.7 0.0 -0.38
H -1.1307 5.3029 -1.2831 -0.7 -0.1 0.0 0.11
H 1.1023 1.4836 5.4686 0.1 0.3 0.7 0.12
C 2.5882 -3.0082 -2.2104 5.1 2.3 -1.3 -0.44
H 2.6894 0.3605 -3.4245 0.3 -0.1 0.2 0.11
C -1.1445 0.4147 -1.3602 -1.0 -0.2 -2.0 -0.34
H -0.0596 3.4493 -4.4826 -0.1 -0.3 -0.2 0.13
H 4.2179 3.3459 2.1445 -0.1 0.0 -0.2 0.11
C -1.2684 4.3395 0.6391 1.1 -2.6 0.6 -0.36
C -0.2938 0.5434 0.9114 0.7 0.9 -0.9 0.06
C -1.5933 -1.4069 0.2670 -0.9 -1.3 -0.5 0.00
H 1.9412 -2.5408 4.3292 -0.2 0.1 0.0 0.11
H 0.5596 6.7843 -0.9792 0.2 0.0 0.0 0.12
O 2.9725 0.9439 1.6058 0.3 0.5 0.1 0.11
C -1.7276 -0.9590 -1.0079 1.2 0.6 1.9 0.05
C 0.4830 -5.5655 3.4679 1.4 -2.0 2.4 0.03
C 1.4305 -2.1884 -4.1745 1.7 1.4 -2.1 -0.01
C 1.0925 3.7250 -2.8245 -1.5 2.7 0.6 0.00
C 2.5736 2.0388 -2.1077 1.0 -1.6 -1.0 0.04
C 1.0766 -6.3309 4.4614 -1.7 -0.2 -1.9 0.03
O 2.4878 3.9870 -0.8544 -0.4 1.2 0.4 0.13
O -0.9166 -1.1468 2.5994 -0.5 1.6 -4.3 0.05
C 1.8551 1.9232 4.8311 -1.1 -0.8 0.0 0.05
O -1.3966 0.9869 -2.4267 0.3 -1.0 1.2 0.09
C 1.6605 -3.5819 4.3899 -0.7 -1.1 0.6 0.04
C -0.9777 -0.7353 1.3972 1.5 1.3 2.3 -0.31
C 2.0902 -4.3515 5.4268 0.1 1.2 -0.6 0.01
O 2.3858 -6.4560 6.5875 -2.1 2.1 -4.4 0.06
H -6.9384 -3.9846 -1.5776 -0.1 -0.4 -0.3 0.12
H 1.5519 -1.7460 -5.1523 -0.6 0.2 -0.2 0.13
O 0.2798 -3.5392 2.3698 0.7 -0.4 1.5 0.08
O -7.4175 -1.6687 -5.4009 0.1 -0.6 1.2 0.11
C -0.4372 4.3740 1.9069 0.7 1.8 1.3 0.05
O 3.6197 -3.0236 -1.5513 -0.1 -0.4 0.0 0.13
C 1.9038 -5.8290 5.5727 1.0 -0.2 3.1 -0.32
H 1.4501 0.2973 3.6057 0.0 -0.2 -0.2 0.11
H 2.6212 -3.8128 6.1977 0.4 -0.4 0.2 0.11
O 2.2453 3.9791 6.0997 -0.1 -0.9 -0.5 0.12
C 0.7047 -4.1410 3.3574 1.0 1.0 -1.4 -0.36

Entry 2:
94
Properties=species:S:1:pos:R:3:forces:R:3:lowdin_charge:R:1 method="wB97M-V/def2-TZVPD" homo_energy_ha=-0.24034 e_above_lowest_kj_mol=0.0 total_charge=0
C -5.2427 2.0545 1.0756 -1.3 1.9 1.1 -0.14
H -3.4007 5.6481 -5.7519 0.3 -0.7 -0.2 0.11
C -3.8911 2.8716 -3.8943 -1.4 0.9 0.6 -0.10
H -5.9901 2.1697 1.8845 0.6 -0.1 -0.4 0.12
H -0.3783 -0.2857 6.1549 -0.6 -0.1 -0.3 0.10
O 0.4942 -2.6114 -0.5656 -0.6 -1.7 -0.1 -0.40
H -4.2191 3.8645 1.5947 0.0 -0.3 -0.3 0.11
O -0.9349 -0.6712 -4.0539 2.1 -0.1 2.1 0.08
H 0.0194 1.8472 -2.4307 0.4 0.2 -0.4 0.04
N 1.0075 -4.5313 -2.0991 0.9 0.5 0.0 -0.41
C 4.1146 0.1016 -1.9285 2.8 0.9 -0.4 -0.16
C -3.4623 1.8773 -1.0966 -0.7 -2.0 0.7 -0.35
H 0.1091 -5.2967 6.2233 0.3 1.1 -0.5 0.11
H 2.3698 -1.0348 5.0356 -0.2 0.5 0.0 0.13
C 5.1758 -0.6977 0.0855 0.0 -0.3 -1.3 -0.60
C 0.6265 -4.3801 5.8427 3.0 -0.9 1.4 -0.06
C -1.8882 4.1132 -5.3161 0.3 -1.3 -0.4 -0.08
C -1.1616 0.1421 5.5147 -0.7 0.5 -1.3 -0.07
C 6.4649 -0.5888 -0.4581 -1.0 2.0 -1.8 -0.09
H -4.6661 2.4427 -3.2609 0.0 -0.1 -0.3 0.10
H -0.7792 3.2118 -1.7079 -0.4 0.1 -0.5 0.10
H 4.4236 1.6223 -5.4681 0.1 -0.4 0.7 0.12
H -3.5729 2.6848 5.6470 1.4 -1.4 -0.8 0.13
H -0.9626 -3.7586 4.4215 1.4 0.5 1.1 0.11
C -1.5728 -4.1700 -1.0303 0.3 0.2 0.1 -0.55
C -2.8817 1.8768 5.1922 -1.7 0.2 0.7 -0.10
H 2.3802 -4.8856 7.0164 -0.2 0.8 -0.7 0.12
C -4.5086 0.9145 -0.8591 0.6 1.0 -1.1 -0.11
C 5.4764 0.3188 -2.4772 -1.8 0.4 -0.4 -0.15
C -5.4070 1.0468 0.1821 0.5 -1.4 -0.9 -0.11
H -3.8460 1.8622 3.2432 -0.1 0.3 0.1 0.06
F -1.7740 -3.4371 -2.1736 -0.8 -1.3 1.2 0.09
C -1.6184 2.9281 -4.6132 -1.5 1.2 -0.1 -0.09
C -4.2068 4.0062 -4.6371 2.7 -0.7 -0.9 -0.07
N 0.0712 0.4962 0.0700 0.2 0.9 0.3 0.00
C 0.3631 0.6412 1.4398 0.0 0.8 -0.2 -0.37
H 7.3352 -0.9119 0.0645 0.3 0.0 0.5 0.10
H 3.4557 -2.6167 6.4181 -0.1 -0.5 0.2 0.14
C 0.2423 1.9970 1.8475 0.7 -2.5 0.4 -0.07
F -2.1159 -3.5366 0.0383 0.3 -1.0 -1.7 0.14
F 1.8569 -4.4769 -5.4561 0.4 0.0 0.4 0.13
H -4.5877 0.1250 -1.6156 -0.2 0.1 0.5 0.09
C 3.9792 -0.4157 -0.6246 1.6 0.3 0.9 -0.37
C 6.5982 0.1132 -1.6846 -0.6 -2.4 1.6 -0.64
H 1.4782 -1.1016 1.7039 0.3 -0.9 -0.2 0.03
S 2.2348 -3.7662 -2.8893 -1.0 1.3 1.1 1.12
C -2.6085 2.4177 -3.7393 1.1 0.6 -1.3 -0.40
H -1.0855 4.3721 -6.0178 -0.5 0.7 0.4 0.11
O 0.4705 -4.9377 0.3317 0.1 0.3 -0.3 -0.23
C 0.0188 -3.4587 4.9409 -1.0 1.0 -1.6 -0.12
O 3.0258 -2.8837 4.4159 -1.2 -0.3 0.3 -0.02
C -3.2917 2.8842 -0.1517 -1.4 0.6 0.8 -0.04
H -6.1905 0.3295 0.3376 -0.2 -0.3 -0.1 0.10
C -3.0981 1.4360 3.8881 1.2 -0.3 -0.6 -0.08
C 1.9659 -4.1851 6.2530 -4.2 -3.0 0.8 -0.04
O 2.3648 -2.2454 -2.5601 -0.5 -1.9 -0.6 -0.56
F -2.0042 -5.4764 -1.0776 0.5 2.7 -0.4 0.13
C -3.1662 4.6744 -5.2942 -0.2 0.5 0.2 -0.09
C 5.5618 0.7796 -3.8321 0.5 -0.3 0.4 -0.02
H -5.1644 4.2571 -4.9513 -1.9 0.6 0.4 0.08
C 4.4307 1.2050 -4.4431 -0.4 -0.2 -1.1 -0.05
Cl 5.0615 -1.2662 1.6690 -0.3 -0.5 1.0 0.79
C 0.5743 -2.2366 4.5631 -0.7 -3.2 -0.4 -0.33
H 1.6302 0.0744 2.9497 -0.8 -0.8 0.1 0.11
P -2.2901 1.2832 -2.4207 0.2 0.6 3.0 1.08
H 2.3461 1.1892 -4.3936 -1.9 0.6 -0.8 0.09
P -0.4130 -1.5018 3.2080 0.8 0.8 0.5 1.08
H -2.4222 3.5515 -0.1650 -0.7 -0.2 -0.1 0.09
C 1.3021 -3.6907 -4.5381 -1.8 -0.1 -1.0 -0.70
Sc 1.3179 -0.8894 -1.2873 0.2 1.7 1.8 0.99
C 2.6676 -3.0694 5.8106 1.9 3.4 -1.2 -0.27
O 2.8176 -0.5233 -0.0332 -0.6 -0.5 -0.9 -0.17
C 0.8784 -0.4693 2.3212 0.3 1.5 0.1 -0.29
H -0.3509 3.7494 0.7883 -0.1 0.0 -0.5 0.10
N 3.0190 0.5023 -2.6127 -0.8 -1.0 -0.5 0.08
C -0.2854 1.7987 -0.3649 0.7 -0.8 3.0 -0.39
C -1.3076 -0.2209 4.1474 -0.5 0.9 -0.3 -0.37
H 6.5041 0.7112 -4.4022 -0.4 0.4 0.7 0.11
C -0.7384 2.1241 -1.6994 0.0 0.0 -1.3 -0.31
H -2.3685 0.1555 2.2706 0.0 0.1 0.5 0.10
F 1.1719 -2.4657 -5.0792 0.6 -0.4 0.7 0.12
C 1.9680 -2.0268 4.9425 1.0 -0.2 0.3 -0.23
C -0.1514 2.6865 0.7349 -0.8 0.3 -2.1 -0.10
H 0.4876 2.4356 2.8207 -0.2 -0.5 -0.4 0.11
C 3.1865 0.9784 -3.8323 1.2 0.0 1.5 -0.11
S 0.2747 -4.0969 -0.8021 0.8 1.0 1.0 0.67
H -1.9309 1.4025 7.0450 0.1 0.3 0.4 0.09
F 0.0570 -4.1498 -4.3118 0.5 0.4 -0.5 0.09
C -4.3061 3.0440 0.8769 2.3 -0.2 -0.7 -0.07
C -0.3364 -0.5722 -3.0822 -1.8 -0.6 -3.0 -0.03
H -0.6868 2.4729 -4.8517 0.7 -0.5 0.5 0.08
Cl 8.1465 0.4386 -2.3038 0.9 0.1 -0.2 0.73
C -2.2616 0.4448 3.3269 -0.3 0.1 1.4 -0.10
C -1.9994 1.1646 6.0018 0.8 -0.2 -0.2 -0.11

Entry 3:
84
Properties=species:S:1:pos:R:3:forces:R:3:lowdin_charge:R:1 method="wB97M-V/def2-TZVPD" homo_energy_ha="-0.46205 / -0.46205" total_charge=+2
C -0.4614 2.4157 -3.6535 -0.4 -0.2 -0.2 -0.01
H 1.0075 5.1668 1.0153 0.1 0.1 0.0 0.09
C 1.1579 -1.2424 2.4999 0.4 -0.1 0.1 -0.07
Cl 5.7375 1.8305 -0.2979 -0.2 0.0 0.0 0.76
H 2.3145 6.9247 6.2244 0.1 0.1 0.0 0.11
H -0.3446 -3.0605 4.9129 0.0 0.0 0.1 0.13
H -3.2159 4.4952 0.9808 -0.1 0.0 0.0 0.11
C -4.0508 8.2488 4.9530 -0.2 0.2 0.1 -0.08
C -1.0657 -1.5975 1.9504 0.1 -0.4 0.7 -0.18
C -1.0926 4.8766 -1.6160 0.0 0.0 0.0 -0.10
O -1.6199 1.6687 1.3867 0.7 -1.5 -1.8 0.05
C -2.3356 6.3741 3.9040 1.1 -1.4 -1.3 -0.29
H -3.0512 3.0505 3.0135 0.0 0.1 0.1 0.07
C -3.4498 -1.7315 1.0249 0.4 0.2 -0.1 0.06
C -3.4871 7.2977 5.7851 0.2 -0.1 0.1 -0.07
H -5.3579 -1.5880 0.0710 -0.1 0.0 0.0 0.14
Cl 2.7885 2.5758 0.5375 0.1 0.4 0.1 0.79
H -4.7161 8.9940 5.3669 -0.1 0.0 0.0 0.11
N 0.1439 -1.0689 1.6578 -0.1 0.4 0.3 -0.03
H 0.1215 6.8444 5.1247 -0.1 0.0 0.0 0.10
H -3.2073 4.5584 -1.4786 -0.1 0.0 -0.1 0.11
C 1.5902 4.2034 3.5897 0.3 0.0 0.4 -0.15
C -3.8851 -0.4257 -0.9543 0.4 0.1 0.1 0.06
Ru 0.0913 0.3454 0.1161 -2.2 0.9 3.8 1.48
H -3.4972 0.9937 -3.3211 -0.1 0.0 0.0 0.12
C -2.2821 4.6771 -0.9325 -0.1 -0.1 -0.2 -0.08
H -2.2068 2.3858 -4.9167 0.0 0.0 0.0 0.13
C 0.0864 5.0201 0.4681 0.0 0.0 0.2 -0.11
C -1.7644 2.0664 -3.9839 0.5 0.1 0.1 0.01
C 2.8287 4.2591 4.2103 0.1 -0.1 -0.2 -0.08
C -2.2368 3.2289 3.7183 0.6 0.5 -0.3 -0.22
C -2.5499 -0.0298 -0.9536 -0.4 0.0 0.0 -0.16
H 0.1345 3.0223 -4.3163 0.1 0.1 0.0 0.13
H 3.5833 3.5331 3.9468 0.2 0.0 0.0 0.10
O 0.4250 1.5448 2.1503 0.6 -1.2 -2.1 -0.05
C 2.3569 -1.0026 -1.0416 0.2 0.7 0.3 -0.70
C 3.1478 1.0638 -0.1800 -1.0 0.1 0.2 -0.70
H 1.4003 3.4314 2.8575 0.0 0.0 0.0 0.04
Cl 0.9912 -2.0127 -1.3614 -0.8 0.3 0.1 0.78
C 1.0246 -1.9442 3.6862 -0.2 -0.2 -0.1 0.02
C 3.0933 5.2416 5.1486 0.2 0.0 0.1 -0.08
H 1.0881 2.2256 -2.1705 -0.1 0.0 0.0 0.12
C 4.4494 0.7363 -0.5580 0.1 -0.5 -0.2 -0.69
C -3.7519 8.2671 3.6038 0.1 0.1 -0.4 -0.08
H 4.0747 5.3091 5.5970 0.0 -0.1 0.1 0.11
C 3.6305 -1.3859 -1.4306 0.4 0.3 0.1 -0.70
H -2.6334 7.3528 2.0151 0.0 0.0 -0.1 0.09
C -2.6150 6.3585 5.2566 -0.3 0.1 0.2 -0.13
Cl 6.2769 -0.9452 -1.6109 0.1 0.0 0.0 0.77
Cl 3.9137 -2.8843 -2.2076 -0.2 0.1 0.1 0.76
C 0.0758 1.9656 -2.4585 0.2 0.2 -0.2 -0.08
C -2.2849 4.6435 0.4489 0.0 0.1 0.0 -0.12
H 1.0203 5.1991 -1.4449 0.1 0.1 -0.1 0.11
Ge -1.2233 4.8780 3.1309 -0.1 1.3 1.2 1.09
C -1.1039 4.8364 1.1594 -0.2 0.0 0.7 -0.27
C 4.6966 -0.5047 -1.1644 -0.4 0.0 0.0 -0.69
N -1.7333 -0.4676 0.0096 0.5 -0.8 -0.6 -0.01
C -1.8845 0.8575 -1.9135 -0.2 0.5 -0.9 -0.18
C 0.0922 5.0396 -0.9152 0.1 -0.1 -0.2 -0.09
C -2.8756 7.3316 3.0684 -0.4 0.3 0.3 -0.11
H -3.7209 7.2734 6.8387 0.0 0.1 0.1 0.11
C -2.4859 1.2892 -3.0940 0.2 -0.3 0.7 0.04
H -2.2334 -2.7441 3.3370 -0.1 0.0 0.0 0.12
H -2.1679 5.6172 5.9059 0.0 -0.1 0.1 0.10
C 0.6063 5.1135 3.9487 -1.5 -0.6 -1.0 -0.25
C -4.3265 -1.2760 0.0498 0.2 0.0 0.0 0.03
H -4.1914 9.0069 2.9513 -0.1 0.1 0.0 0.11
C 2.0709 0.2007 -0.3916 1.1 -1.3 -1.0 -0.34
H -0.4479 2.1950 4.3871 0.0 -0.1 0.0 0.12
H -1.0929 4.9243 -2.6953 0.0 0.1 -0.1 0.10
C -0.2078 -2.4998 4.0010 0.3 0.1 -0.1 0.01
C 2.1153 6.1597 5.4893 -0.1 0.1 -0.1 -0.07
H 2.1028 -0.7974 2.2109 -0.1 0.1 0.1 0.13
H 1.8704 -2.0519 4.3461 0.1 0.0 0.0 0.13
H -3.7942 -2.3952 1.8010 0.0 0.0 0.1 0.13
C -2.1272 -1.2972 0.9814 -0.3 -0.2 0.2 -0.16
C 0.8732 6.1094 4.8742 0.0 0.0 0.2 -0.09
N -0.6045 1.1941 -1.6117 0.1 0.8 -0.6 -0.02
C -0.8030 1.7378 2.3248 -0.3 0.5 1.7 -0.64
C -1.2636 -2.3268 3.1216 0.0 0.2 -0.6 0.04
C -1.3053 2.0302 3.7330 0.1 0.0 -0.2 -0.16
H -2.6673 3.3913 4.7062 0.1 0.1 0.0 0.08
H -4.5710 -0.0717 -1.7062 0.0 0.1 -0.1 0.13
H -1.8478 1.1434 4.0769 0.2 -0.2 -0.1 0.13